<i>
Entry from the OMol25 dataset: a 2-piece molecular cluster, C6H13O2 overall (the ωB97M-V functional and the def2-TZVPD basis).

## Properties
HOMO level (spin up / spin down): -9.4 / -9.4 eV
total charge: 0
spin multiplicity: 2
LUMO energy (spin up / spin down): 0.91 / -2.20 eV

Geometry (Å):
1 C 1.25 1.49 0.11
2 O 0.27 1.58 -0.80
3 C 2.02 0.00 -0.19
4 C 1.51 -1.17 0.63
5 C 0.18 -1.62 0.01
6 C -0.94 -1.20 0.56
7 C -2.38 -1.44 0.24
8 H 0.88 1.60 1.14
9 H 2.02 2.20 -0.15
10 H 1.77 -0.24 -1.26
11 H 3.09 0.30 -0.14
12 H 2.28 -1.91 0.37
13 H 1.40 -0.89 1.66
14 H 0.35 -2.19 -0.91
15 H -0.85 -0.48 1.39
16 H -3.09 -1.87 0.93
17 H -2.52 -1.79 -0.81
18 H -2.61 -0.36 0.14
19 H -0.88 2.22 -0.47
20 H -1.98 3.02 -1.67
21 O -1.78 2.74 -0.77

Mulliken atomic charge list, values in e, 8 entries: -0.2945 -0.4292 -0.6393 -0.6435 -0.0753 -0.2606 -1.1003 0.3196

<ii>
Entry from the OMol25 dataset: a 2-piece molecular cluster, C6H13O2 overall (the ωB97M-V functional and the def2-TZVPD basis).

## Properties
HOMO level (spin up / spin down): -9.2 / -9.2 eV
total charge: 0
spin multiplicity: 2
LUMO energy (spin up / spin down): 0.44 / -2.68 eV

Geometry (Å):
1 H -2.25 -1.46 4.90
2 C -3.19 -2.06 4.94
3 C -2.86 -3.55 4.74
4 C -4.00 -1.77 6.19
5 C -4.38 -0.29 6.37
6 O -5.48 0.13 6.07
7 C -3.25 0.63 6.87
8 C -3.35 2.07 6.38
9 H -3.76 -1.71 4.06
10 H -2.34 -3.67 3.77
11 H -2.21 -3.98 5.53
12 H -3.81 -4.13 4.73
13 H -4.94 -2.33 6.10
14 H -3.50 -2.08 7.12
15 H -3.42 0.61 7.95
16 H -2.26 0.17 6.65
17 H -2.62 2.66 6.95
18 H -3.10 2.18 5.32
19 H -4.35 2.47 6.55
20 O -0.88 -0.58 5.25
21 H 0.11 -0.25 5.06

Mulliken atomic charge list, values in e, 8 entries: 0.1504 0.0892 -1.2561 -0.8491 0.4440 -0.5873 0.0024 -1.2556

On energetic grounds, <ii> is preferred over the next structure by 32.2 kcal/mol.

<i>
Entry from the OMol25 dataset: an isolated ion of composition C3H4NO3 and charge -1 (the ωB97M-V functional and the def2-TZVPD basis).

## Properties
SMILES: C/C([O-])=C/[N+](=O)[O-]
HOMO level: -3.7 eV
total charge: -1
LUMO energy: 4.25 eV

Geometry (Å):
1 C -1.75 0.22 0.01
2 C -0.26 0.65 0.00
3 O 0.01 1.85 0.09
4 C 0.61 -0.44 -0.09
5 N 2.09 -0.40 -0.01
6 O 2.66 -1.50 0.08
7 O 2.71 0.67 -0.06
8 H -2.15 0.37 1.01
9 H -2.31 0.85 -0.68
10 H -1.87 -0.82 -0.28
11 H 0.26 -1.46 -0.08

Mulliken atomic charge list, values in e, 8 entries: -0.9957 0.8184 -0.7072 -0.7141 0.8524 -0.6708 -0.5886 0.2049

<ii>
Entry from the OMol25 dataset: an isolated ion of composition C3H4NO3 and charge -1 (the ωB97M-V functional and the def2-TZVPD basis).

## Properties
SMILES: O=CCNC(=O)[O-]
HOMO level: -4.1 eV
total charge: -1
LUMO energy: 3.91 eV

Geometry (Å):
1 O 2.51 1.23 0.18
2 C 1.56 0.48 0.09
3 C 0.12 0.78 -0.51
4 N -1.13 0.30 0.25
5 C -1.19 -1.29 0.28
6 O -1.90 -1.92 1.02
7 O -0.60 -1.88 -0.63
8 H 1.65 -0.65 0.25
9 H 0.11 1.98 -0.69
10 H 0.12 0.21 -1.36
11 H -1.25 0.76 1.12

Mulliken atomic charge list, values in e, 8 entries: -0.5198 0.1421 -0.4918 -0.3246 0.5043 -0.6981 -0.6865 0.2814

<iii>
Entry from the OMol25 dataset: an isolated ion of composition C3H4NO3 and charge -1 (the ωB97M-V functional and the def2-TZVPD basis).

## Properties
HOMO level: -3.6 eV
total charge: -1
LUMO energy: 4.02 eV

Geometry (Å):
1 C -1.25 -1.82 0.34
2 C 2.10 0.42 -0.01
3 C -0.89 0.53 -0.14
4 N -0.37 -0.88 0.02
5 O 3.09 -0.06 -0.45
6 O 0.91 -0.88 -0.19
7 O 1.68 1.45 0.46
8 H -2.30 -1.52 0.30
9 H -1.92 0.72 -0.50
10 H -0.10 1.09 -0.66
11 H -0.96 0.94 0.82

Mulliken atomic charge list, values in e, 8 entries: -0.5168 0.6824 -1.0109 0.6323 -0.5477 -0.6587 -0.5743 0.0153

On energetic grounds, <ii> is preferred over the next structure by 46.1 kcal/mol.

<i>
Entry from the OMol25 dataset: the molecule C6H9N3OS (the ωB97M-V functional and the def2-TZVPD basis).

## Properties
HOMO level (spin up / spin down): -7.7 / -7.7 eV
total charge: 0
LUMO energy (spin up / spin down): -0.75 / -0.75 eV

Geometry (Å):
1 C 0.51 -1.21 0.77
2 C 0.33 0.52 -1.71
3 C 0.75 0.26 1.10
4 C -0.41 1.22 0.74
5 C 0.01 2.51 0.12
6 C -0.59 -3.16 -0.01
7 N -0.59 -0.26 -1.72
8 N -0.96 -1.33 -1.27
9 N -0.13 -1.83 -0.06
10 O 1.92 2.55 -1.83
11 S 0.51 2.25 -1.67
12 H 0.98 0.24 2.10
13 H 1.62 0.56 0.64
14 H -1.21 0.59 0.22
15 H -0.89 1.38 1.69
16 H -0.88 3.24 0.09
17 H 0.79 2.94 0.62
18 H 0.29 -3.76 0.50
19 H -1.34 -3.21 0.69
20 H -0.71 -3.49 -1.02

Mulliken atomic charge list, values in e, 8 entries: -0.0671 0.0227 -0.8232 -0.9111 -0.7129 -0.8968 0.3162 -0.7747

<ii>
Entry from the OMol25 dataset: a 2-piece molecular cluster, C6H9N3OS overall (the ωB97M-V functional and the def2-TZVPD basis).

## Properties
SMILES: C/N=c1/[nH]ccs1.CN=C=O
HOMO level: -7.6 eV
total charge: 0
LUMO energy: 0.72 eV

Geometry (Å):
1 C -0.34 -1.92 0.13
2 N 0.12 -0.59 0.26
3 C 1.24 -0.13 -0.02
4 N 1.58 1.18 -0.03
5 C 2.87 1.49 -0.25
6 C 3.71 0.41 -0.32
7 S 2.80 -1.09 -0.39
8 H -0.47 -2.45 1.17
9 H -1.36 -1.70 -0.20
10 H 0.14 -2.59 -0.65
11 H 0.85 1.85 -0.38
12 H 3.24 2.46 -0.09
13 H 4.68 0.45 -0.46
14 C -3.30 -0.14 0.70
15 N -2.87 0.80 -0.27
16 C -1.86 1.24 -0.64
17 O -1.07 1.94 -1.14
18 H -2.99 0.08 1.68
19 H -4.29 -0.34 0.45
20 H -2.68 -0.95 0.46

Mulliken atomic charge list, values in e, 8 entries: -0.7925 -0.3560 0.3294 -0.1135 -0.4721 -0.4179 -0.1677 0.2724

On energetic grounds, <ii> is preferred over the next structure by 153.9 kcal/mol.

<i>
Entry from the OMol25 dataset: the molecule C9H13NO2 (the ωB97M-V functional and the def2-TZVPD basis).

## Properties
HOMO level: -8.2 eV
total charge: 0
LUMO energy: 0.65 eV

Geometry (Å):
1 C 0.59 2.55 -0.29
2 C 0.50 0.44 -1.43
3 C -0.87 -1.03 1.75
4 C -0.63 -1.80 0.46
5 C -0.75 0.43 1.45
6 C 0.78 -1.59 -0.01
7 C 0.62 0.69 0.96
8 C 1.15 -0.10 -0.22
9 C 0.06 2.43 -2.66
10 N 0.39 1.83 -1.40
11 O 0.88 3.66 -0.03
12 O 0.14 -0.17 -2.43
13 H -1.81 -1.25 2.19
14 H -0.13 -1.54 2.36
15 H -0.75 -2.80 0.53
16 H -1.34 -1.45 -0.30
17 H -1.53 0.88 0.68
18 H -0.99 0.93 2.52
19 H 1.53 -2.06 0.71
20 H 1.04 -2.14 -1.03
21 H 1.41 0.72 1.68
22 H 2.30 -0.14 -0.21
23 H -0.51 3.22 -2.35
24 H -0.62 1.63 -3.06
25 H 0.90 2.62 -3.39

Mulliken atomic charge list, values in e, 8 entries: 0.4071 0.2408 -0.7589 -0.7996 -0.2969 -0.8803 -0.8872 0.5505

<ii>
Entry from the OMol25 dataset: a 2-piece molecular cluster, C9H13NO2 overall (the ωB97M-V functional and the def2-TZVPD basis).

## Properties
SMILES: Cc1ccc(O)cc1.CC(N)=O
HOMO level: -8.8 eV
total charge: 0
LUMO energy: 0.60 eV

Geometry (Å):
1 C -3.96 0.89 0.99
2 C -2.50 0.66 1.23
3 C -1.84 -0.35 0.54
4 C -0.48 -0.63 0.71
5 C 0.18 0.08 1.70
6 O 1.51 -0.11 1.96
7 C -0.42 1.20 2.28
8 C -1.76 1.44 2.12
9 H -4.39 0.40 0.12
10 H -4.18 1.96 0.89
11 H -4.52 0.53 1.86
12 H -2.45 -0.99 -0.09
13 H -0.11 -1.36 0.01
14 H 2.02 -0.36 1.18
15 H 0.24 1.77 2.92
16 H -2.20 2.32 2.58
17 C 1.39 -0.04 -3.57
18 C 2.29 -0.80 -2.62
19 N 1.70 -1.28 -1.49
20 O 3.49 -0.88 -2.81
21 H 0.95 0.87 -3.15
22 H 0.62 -0.62 -4.09
23 H 2.09 0.32 -4.33
24 H 2.28 -1.76 -0.83
25 H 0.75 -1.01 -1.31

Mulliken atomic charge list, values in e, 8 entries: -1.3867 0.8091 -0.7105 -0.5831 0.1854 -0.5856 -0.3267 -0.5357

<iii>
Entry from the OMol25 dataset: the molecule C9H13NO2 (the ωB97M-V functional and the def2-TZVPD basis).

## Properties
SMILES: CN1C(=O)CC2(CCCC2)C1=O
HOMO level: -9.9 eV
total charge: 0
LUMO energy: 0.69 eV

Geometry (Å):
1 C -3.31 0.98 -0.20
2 N -2.05 0.30 -0.02
3 C -2.11 -1.00 0.10
4 O -3.08 -1.71 0.11
5 C -0.54 -1.35 0.52
6 C 0.28 -0.14 0.12
7 C 1.33 0.48 0.96
8 C 2.63 -0.12 0.57
9 C 2.60 -0.40 -0.94
10 C 1.07 -0.17 -1.23
11 C -0.81 0.96 -0.01
12 O -0.65 2.12 -0.12
13 H -3.60 1.09 -1.29
14 H -3.18 1.94 0.32
15 H -4.15 0.43 0.36
16 H -0.66 -1.19 1.72
17 H -0.11 -2.31 0.35
18 H 1.29 0.22 2.06
19 H 1.31 1.63 0.90
20 H 2.64 -1.06 1.16
21 H 3.44 0.59 0.97
22 H 3.25 0.33 -1.53
23 H 2.96 -1.41 -1.15
24 H 0.82 0.78 -1.85
25 H 0.62 -0.97 -1.86

Mulliken atomic charge list, values in e, 8 entries: -1.0257 0.1072 0.5714 -0.6142 -0.8980 1.7011 -0.9899 -0.6129

On energetic grounds, <ii> is preferred over the next structure by 12.3 kcal/mol.